{"formula": "C4H3NO2", "method": "the ωB97M-V functional and the def2-TZVPD basis", "largest_force_ev_per_a": 0.68, "smiles": "N=C=C[C@H]1OC1=O", "e_tot_ha": -359.37036, "e_above_lowest_ev": 2.721, "orbital_gap_ev": 10.0008, "symbols": ["N", "C", "C", "C", "C", "O", "O", "H", "H", "H"], "coordinates": [[2.330462, -0.336521, 0.684673], [1.221104, -0.641938, 0.283055], [-0.007461, -1.009301, -0.030025], [-1.140158, -0.071277, -0.107404], [-1.035434, 1.361898, -0.326955], [-1.216906, 1.030035, 0.943169], [-0.876852, 2.347879, -0.977347], [3.029460, -0.072698, -0.008271], [-0.197638, -2.062277, -0.202144], [-2.106578, -0.545796, -0.258748]], "forces_ev_per_angstrom": [[-0.632, -0.149, -0.210], [0.451, 0.088, 0.023], [0.145, 0.040, 0.097], [-0.020, -0.172, -0.216], [0.055, 0.402, -0.213], [-0.022, 0.189, 0.100], [-0.052, -0.575, 0.354], [-0.097, -0.019, 0.024], [0.063, 0.096, 0.058], [0.110, 0.100, -0.015]]}